{"formula": "C4H9NO", "method": "wB97M-V/def2-TZVPD", "symbols": ["C", "N", "C", "C", "C", "O", "H", "H", "H", "H", "H", "H", "H", "H", "H"], "positions_angstrom": [[1.2390, 1.4343, -0.3574], [0.2111, 0.7185, 0.2149], [0.6636, -0.6348, 0.4595], [-0.4384, -1.6493, 0.2163], [-1.2262, 0.9363, -0.1852], [2.4347, 1.3310, -0.1658], [0.8197, 2.2255, -1.0031], [1.4980, -0.7311, -0.3709], [1.2090, -0.6849, 1.4655], [-0.8859, -1.2500, -0.6875], [-1.1536, -2.0291, 1.0114], [0.1016, -2.5743, -0.1123], [-1.7737, 0.3174, 0.5150], [-1.3546, 0.6254, -1.1617], [-1.3442, 1.9649, 0.1612]], "forces_ev_per_angstrom": [[-1.1402, 1.7869, 0.2882], [0.5602, -0.1454, -0.5355], [2.2676, -0.5188, 0.5001], [1.0299, -1.9148, -0.2447], [2.6891, 0.8852, 3.5508], [-0.7368, -0.6561, -0.1627], [0.1940, 0.2597, -0.0931], [-1.4026, -0.7721, 1.8659], [-0.8441, -0.1804, -1.3237], [-0.8001, -0.7403, 0.0664], [0.7820, 1.2259, -0.8165], [-0.5498, 0.5443, 0.2666], [-0.3947, 0.0367, -0.1757], [-0.8619, 0.1156, -2.1193], [-0.7924, 0.0735, -1.0670]], "mulliken_charge": [-0.03, 0.02, -0.16, -1.11, -1.21, -0.53, 0.35, 0.25, 0.24, 0.36, 0.24, 0.32, 0.40, 0.40, 0.44], "charge": 0, "gap_ev": 10.18, "total_energy_ev": -7830.231, "multiplicity": 1, "relative_energy_kj_mol": 201.6, "smiles": "CCN(C)C=O"}